{"formula": "C27H68N5O13V", "method": "wB97M-V/def2-TZVPD", "species": ["O", "V", "O", "O", "C", "O", "O", "H", "C", "O", "C", "C", "N", "C", "C", "O", "C", "H", "H", "H", "H", "H", "H", "H", "H", "H", "H", "H", "H", "H", "H", "H", "C", "O", "C", "C", "N", "C", "C", "O", "C", "H", "H", "H", "H", "H", "H", "H", "H", "H", "H", "H", "H", "H", "H", "H", "C", "O", "C", "C", "N", "C", "C", "O", "C", "H", "H", "H", "H", "H", "H", "H", "H", "H", "H", "H", "H", "H", "H", "H", "C", "C", "C", "O", "C", "N", "H", "H", "H", "H", "H", "H", "H", "H", "H", "H", "H", "C", "C", "C", "O", "C", "N", "H", "H", "H", "H", "H", "H", "H", "H", "H", "H", "H"], "coordinates": [[-0.64897, -1.42697, -1.44717], [-0.30499, 0.05081, -2.06788], [0.80039, 0.77805, -1.13354], [-4.56687, 2.70415, -5.85650], [-3.44876, 2.15377, -5.40448], [-3.32337, 0.94213, -5.21569], [-2.50901, 2.74735, -4.90722], [-4.35444, 3.64013, -5.87708], [-3.70858, 7.97176, -4.74377], [-2.91261, 7.41494, -5.75480], [-1.95108, 8.31260, -6.31453], [-0.71889, 7.54168, -6.85302], [0.05226, 7.28445, -5.60312], [1.37854, 6.78117, -5.87640], [1.98664, 6.28711, -4.57323], [3.31760, 5.80557, -4.76946], [3.95091, 5.61229, -3.53398], [-4.48037, 8.64307, -5.12032], [-3.07597, 8.50020, -4.03058], [-4.19162, 7.08678, -4.32955], [-1.64430, 9.13468, -5.66785], [-2.50522, 8.85090, -7.08345], [-0.05207, 8.05440, -7.54624], [-1.05372, 6.69243, -7.44864], [-0.44903, 6.49379, -5.22409], [1.91918, 7.47419, -6.52103], [1.22095, 5.92773, -6.53588], [1.39155, 5.56864, -4.00951], [2.05080, 7.08261, -3.83084], [4.86554, 5.02672, -3.62705], [3.29031, 5.09679, -2.83687], [4.21971, 6.57024, -3.08881], [-4.88505, 3.31519, 0.87154], [-3.46045, 3.28441, 1.16149], [-3.05500, 4.33288, 2.04381], [-2.97460, 5.62636, 1.26797], [-2.39831, 6.72317, 2.07735], [-3.46675, 7.17203, 2.96309], [-2.97590, 8.21603, 3.87648], [-4.02479, 8.47984, 4.79195], [-3.62739, 9.17492, 5.96449], [-5.08586, 2.58462, 0.08793], [-5.18792, 4.29858, 0.51195], [-5.49515, 2.91339, 1.68050], [-2.09733, 3.98184, 2.42818], [-3.81439, 4.40967, 2.82196], [-3.84097, 5.99305, 0.71747], [-2.15722, 5.43310, 0.57324], [-2.27242, 7.46201, 1.40032], [-3.75166, 6.37142, 3.64569], [-4.33206, 7.44299, 2.35817], [-2.83628, 9.11981, 3.28336], [-2.07799, 7.91574, 4.41656], [-2.80878, 8.67264, 6.47996], [-4.47472, 9.31337, 6.63602], [-3.31487, 10.16483, 5.63206], [2.98541, -8.00870, 0.90292], [3.27647, -8.84794, 2.00405], [2.56779, -10.07956, 1.93092], [2.91247, -10.87658, 3.17049], [4.27677, -11.55866, 3.05941], [4.39029, -12.61608, 4.07583], [3.34348, -13.76253, 3.98135], [3.68606, -14.89175, 4.83229], [4.91655, -15.54748, 4.57365], [2.08662, -8.24234, 0.33223], [3.73866, -8.07061, 0.11750], [3.01605, -6.95884, 1.19438], [2.84514, -10.69996, 1.07870], [1.52133, -9.80726, 1.79347], [2.17766, -11.68094, 3.20464], [2.72430, -10.33766, 4.09907], [5.01688, -10.88068, 3.17203], [4.08433, -12.23928, 5.05179], [5.38788, -13.05386, 4.11147], [3.12370, -14.01372, 2.94371], [2.43058, -13.41801, 4.46717], [5.03745, -16.41430, 5.22335], [5.73975, -14.91367, 4.90338], [5.13608, -15.77590, 3.53071], [5.19885, -0.81153, -5.38607], [4.08352, -0.09983, -6.13593], [4.31785, 0.03387, -7.65726], [3.32087, 0.83158, -8.26866], [3.71021, 1.29025, -9.53825], [2.78294, -0.66115, -5.85917], [6.12046, -0.24804, -5.24045], [5.57677, -1.68044, -5.92484], [4.85436, -1.13982, -4.40543], [4.19079, 0.88518, -5.68169], [4.41333, -0.91539, -8.18441], [5.24637, 0.58631, -7.80128], [4.58600, 1.93881, -9.55925], [2.91557, 1.86179, -10.01783], [3.73095, 0.47637, -10.26301], [2.98980, -1.64566, -5.94888], [2.33555, -0.51983, -6.75358], [-4.37737, -1.56896, 9.08794], [-4.01715, -3.05600, 9.04668], [-2.92485, -3.49710, 8.00890], [-3.42938, -3.29284, 6.68761], [-2.62723, -3.70758, 5.57488], [-3.51815, -3.34001, 10.40461], [-4.90678, -1.24285, 8.19268], [-3.47346, -0.96721, 8.99333], [-4.80085, -1.20292, 10.02323], [-4.95390, -3.55012, 8.78893], [-2.65342, -4.54250, 8.15575], [-2.07042, -2.84166, 8.17759], [-1.59193, -3.70361, 5.91581], [-2.85922, -3.23281, 4.62153], [-2.90929, -4.74431, 5.39122], [-3.19267, -2.41898, 10.66123], [-2.61890, -3.78298, 10.28115]], "forces_ev_per_a": [[0.896, 3.796, -1.575], [1.149, -1.909, 3.015], [-2.410, -1.588, -2.042], [-0.112, 0.274, -0.701], [0.467, -2.344, 2.103], [-1.782, -3.150, -1.173], [2.140, 4.436, 0.384], [-0.242, 0.538, -0.091], [0.067, -0.604, -0.134], [1.329, 0.026, -0.191], [-0.643, 0.472, -1.735], [-0.368, 0.958, 1.475], [-0.705, -0.283, -0.823], [-0.641, -1.435, -0.468], [1.394, 0.998, 0.282], [-0.439, -0.307, -0.371], [0.080, 0.069, 0.276], [-0.045, 0.216, -0.187], [-0.155, -0.032, 0.334], [-0.137, 0.344, 0.527], [0.215, -0.468, 0.698], [0.143, 0.004, -0.712], [-0.334, 0.807, 0.132], [-0.042, -0.626, 0.421], [-0.203, -0.043, 0.705], [0.518, 0.347, 0.788], [0.563, -0.605, -0.178], [-0.393, -0.636, -0.614], [-0.050, 0.724, -0.153], [-0.110, -0.016, -0.379], [-0.095, -0.179, 0.170], [0.018, 0.225, 0.141], [1.039, -0.705, -0.332], [-1.288, -0.185, -0.285], [-1.472, -0.614, -0.578], [2.817, 0.435, -0.116], [-1.046, -0.551, 0.030], [0.396, -1.129, 0.210], [-0.819, 1.553, 0.469], [-0.455, -0.444, 0.792], [-0.006, 0.405, -0.968], [0.399, 0.170, -0.332], [-0.211, -0.042, 0.261], [0.107, 0.595, 0.582], [0.000, 0.585, 0.162], [0.208, -0.099, 0.474], [-0.440, -0.564, 0.143], [-0.341, -0.104, -0.686], [0.424, 0.325, 0.017], [-0.173, -0.336, -0.340], [-0.381, 0.412, 0.325], [0.705, 0.419, 0.109], [0.211, -0.056, -0.234], [0.072, -0.080, 0.078], [-0.054, -0.317, -0.178], [0.331, 0.300, 0.363], [0.869, 0.353, -0.659], [-0.236, 0.133, -0.692], [0.633, 0.429, 0.446], [0.450, -1.294, -0.528], [-1.845, 0.005, 0.177], [-1.002, -0.141, 0.451], [0.523, -0.135, 0.564], [-0.072, 0.201, -0.937], [0.675, 0.865, 0.512], [-0.568, -0.073, 0.634], [0.539, -0.327, 0.034], [-0.366, -0.096, 0.335], [0.301, 0.133, -0.317], [-0.382, -0.410, 0.474], [0.042, -0.199, -0.102], [0.447, 0.411, 0.097], [-0.015, 0.089, 0.089], [0.868, 0.426, 0.530], [-0.006, 0.359, -0.141], [0.148, -0.486, -0.139], [-0.118, -0.050, -0.330], [-0.642, -0.208, -0.272], [0.241, 0.250, -0.046], [-0.485, -0.237, -0.179], [0.618, -0.998, -0.449], [1.410, 1.344, -0.017], [0.888, 0.968, 0.434], [-0.362, 0.137, 0.331], [-1.071, -0.044, -0.972], [0.057, -0.658, -0.501], [-0.296, 0.554, -0.004], [-0.313, -0.470, -0.054], [-0.081, 0.051, -0.017], [-0.748, 0.547, -0.452], [-0.098, -0.427, 0.120], [0.518, -0.202, 0.082], [0.342, -0.346, 0.246], [-0.361, 0.416, 0.753], [0.931, -0.461, 0.079], [-0.384, -0.781, 0.499], [-1.145, 0.386, 0.031], [1.052, 0.699, -1.523], [-0.067, 0.242, -0.310], [-1.264, 1.146, -0.584], [-0.507, 0.779, -0.211], [-0.397, -1.417, 1.513], [0.388, 0.084, -0.508], [-0.604, -0.139, 0.273], [0.569, -0.044, 0.104], [-0.586, -0.548, -0.143], [0.117, -0.642, 0.315], [0.013, -0.179, 0.186], [0.457, -0.046, -0.005], [0.287, 0.318, -0.704], [0.146, 0.835, 0.544], [0.293, -0.420, -0.075], [-0.052, 0.177, 0.879], [0.156, -0.843, 0.249]], "mulliken_charge": [-0.6042, 1.7773, -0.5994, -0.4341, 0.7519, -0.6222, -0.6079, 0.3238, -0.7073, -0.2762, -0.7786, -0.6856, -0.3183, -0.5985, -0.5391, -0.3132, -0.7527, 0.2832, 0.3295, 0.2067, 0.3938, 0.4617, 0.4834, 0.3542, 0.2220, 0.3700, 0.3110, 0.3269, 0.3569, 0.2581, 0.2977, 0.3180, -0.6734, -0.3238, -0.3168, -0.5633, -0.3966, -0.5231, -0.5456, -0.2957, -0.7154, 0.2676, 0.2772, 0.2702, 0.2002, 0.3079, 0.4365, 0.2543, 0.2596, 0.2657, 0.3123, 0.3073, 0.3633, 0.2974, 0.2369, 0.2963, -0.7706, -0.3361, -0.6638, -0.5243, -0.3898, -0.4725, -0.5379, -0.3604, -0.7746, 0.3340, 0.2858, 0.2428, 0.3028, 0.4175, 0.4141, 0.3534, 0.2265, 0.2555, 0.4749, 0.3288, 0.2850, 0.2855, 0.2951, 0.3283, -1.5992, 0.5152, -0.7742, -0.3150, -0.7933, -0.6284, 0.4127, 0.3552, 0.3909, 0.1622, 0.3122, 0.4524, 0.2969, 0.2867, 0.3272, 0.2903, 0.3202, -1.5849, 0.5463, -0.6961, -0.3391, -0.7061, -0.7341, 0.3587, 0.3826, 0.4231, 0.2525, 0.3728, 0.3416, 0.3086, 0.2464, 0.2599, 0.2761, 0.2917], "relative_energy_ev": 12.1409, "lumo_energy_ev": -4.344, "spin_multiplicity": 1, "homo_lumo_gap_ev": 3.06, "energy_ev": -88842.7850}